No. 1
57
Properties=species:S:1:pos:R:3:forces:R:3 method="wB97M-V/def2-TZVPD" e_tot_ha=-6384.9211 total_charge=+1 molar_mass_g_mol=629.18 e_above_lowest_kj_mol=0.0
Ga -0.164 0.306 0.048 0.1 0.0 -0.1
F -4.862 -2.367 -3.604 0.1 0.1 0.1
C -4.064 -1.457 -3.064 0.0 0.0 0.0
C -3.013 -1.850 -2.246 0.0 0.0 0.0
F -2.788 -3.130 -1.992 0.0 0.0 0.0
C -2.213 -0.867 -1.701 -0.1 -0.1 0.0
F -1.168 -1.284 -0.874 -0.2 -0.1 -0.2
C -2.380 0.486 -1.909 0.0 0.1 0.0
S -1.338 1.730 -1.201 -0.2 0.0 -0.2
C -3.443 0.846 -2.733 0.0 0.0 0.0
F -3.669 2.132 -2.986 0.0 -0.1 0.0
C -4.275 -0.105 -3.306 0.0 0.0 0.0
F -5.278 0.273 -4.085 0.1 0.0 0.1
C 1.687 2.912 -4.209 0.0 0.0 0.0
C 2.874 3.640 -3.591 0.0 0.0 0.0
C 3.328 3.042 -2.262 0.0 0.0 0.0
C 2.223 3.082 -1.219 0.0 0.0 0.1
N 2.664 2.525 0.065 -0.1 0.0 0.1
C 2.675 1.229 0.404 0.0 0.0 -0.1
Se 2.059 -0.188 -0.699 0.1 0.0 0.1
N 3.178 1.089 1.635 0.0 0.0 0.0
C 3.373 -0.169 2.355 -0.1 0.0 0.0
C 4.691 -0.836 1.992 0.0 -0.1 0.0
C 4.837 -2.205 2.653 0.0 0.0 0.0
C 4.932 -2.145 4.173 0.0 0.0 0.0
C 3.509 2.347 2.120 0.0 0.0 0.0
C 4.050 2.751 3.338 0.0 0.0 -0.1
C 4.244 4.105 3.502 0.0 0.0 -0.1
C 3.916 5.028 2.494 0.0 0.0 0.0
C 3.384 4.628 1.288 0.0 -0.1 0.0
C 3.185 3.260 1.123 0.0 0.0 0.0
H 1.500 3.267 -5.220 0.0 0.0 0.0
H 0.766 3.060 -3.642 0.0 0.0 0.0
H 1.875 1.838 -4.266 0.0 0.0 0.0
H 2.635 4.698 -3.452 0.0 0.0 0.0
H 3.718 3.609 -4.281 0.0 0.0 0.0
H 4.195 3.586 -1.879 0.0 0.0 0.0
H 3.640 2.003 -2.413 0.0 0.0 0.0
H 1.343 2.522 -1.537 0.1 0.0 0.0
H 1.908 4.107 -1.021 0.0 0.0 0.0
H 2.526 -0.820 2.126 0.1 0.0 0.0
H 3.322 0.079 3.415 0.0 0.0 0.0
H 5.517 -0.185 2.293 0.0 0.0 0.0
H 4.744 -0.938 0.904 0.0 0.0 0.0
H 5.733 -2.682 2.254 0.0 0.0 0.0
H 3.998 -2.840 2.355 0.0 0.0 0.0
H 5.793 -1.553 4.485 0.0 0.0 0.0
H 5.045 -3.141 4.596 0.0 0.0 0.0
H 4.043 -1.707 4.628 -0.1 0.0 0.0
H 4.311 2.047 4.114 0.0 0.0 0.0
H 4.662 4.468 4.430 0.0 0.0 0.0
H 4.089 6.080 2.670 0.0 0.0 0.0
H 3.141 5.342 0.515 0.0 0.0 0.0
F -1.917 0.554 2.159 -0.1 0.0 0.0
C -0.614 0.213 1.986 0.0 0.0 0.3
F 0.147 1.246 2.520 0.1 0.1 0.1
H -0.423 -0.669 2.604 0.1 0.0 -0.2

No. 2
12
Properties=species:S:1:pos:R:3:forces:R:3 method="wB97M-V/def2-TZVPD" e_tot_ha=-1085.4450 molar_mass_g_mol=437.78 e_above_lowest_kj_mol=351.6
C -1.790 -0.154 -1.296 -1.6 -2.1 -3.9
C -0.478 0.978 0.250 -1.5 -3.0 -0.2
C 2.106 -0.959 1.706 0.4 -0.6 1.0
O -1.705 0.249 -0.036 2.9 2.7 3.3
I 3.368 -2.665 0.954 -0.3 0.6 0.1
I 3.457 0.539 2.622 -0.3 -0.3 -0.4
I 1.362 -0.198 -0.229 -0.4 0.5 -0.7
H -1.133 -1.056 -1.524 -0.8 0.9 0.2
H -1.554 0.632 -2.008 0.3 0.2 -0.3
H -2.882 -0.408 -1.512 1.4 0.0 0.3
H -0.513 1.149 1.272 0.3 0.0 2.0
H -0.238 1.893 -0.202 -0.4 1.1 -1.6

No. 3
7
Properties=species:S:1:pos:R:3:forces:R:3 method="wB97M-V/def2-TZVPD" smiles="C#[N+][O-].O=PI" e_tot_ha=-882.8953 molar_mass_g_mol=216.90 e_above_lowest_kj_mol=292.5
C -0.078 0.687 0.056 1.9 -1.0 1.7
N -0.736 1.617 -0.203 0.6 -1.7 0.3
O -1.543 2.398 -0.569 -0.4 1.1 -0.3
H 0.687 0.048 0.671 -2.0 1.8 -1.7
O -2.609 -1.308 -1.894 0.3 0.3 1.3
P -2.502 -1.011 -0.441 0.1 -0.9 -1.6
I -4.430 0.271 0.162 -0.5 0.4 0.3

No. 4
50
Properties=species:S:1:pos:R:3:forces:R:3 method="wB97M-V/def2-TZVPD" e_tot_ha=-1635.6270 total_charge=+2 molar_mass_g_mol=463.60 e_above_lowest_kj_mol=49.5
C 5.190 -1.719 -2.016 1.7 -0.9 -0.9
C 4.785 -1.546 -3.434 -0.4 0.2 0.2
C 6.087 -0.709 -1.404 -0.4 0.2 0.2
C 5.117 -3.070 -1.405 -0.4 0.2 0.2
Cl 2.462 -0.560 -0.678 2.6 -0.8 -0.7
H 7.124 -0.960 -1.766 -0.8 0.1 0.2
H 6.098 -0.766 -0.306 0.1 0.0 -0.4
H 5.861 0.315 -1.739 0.2 -0.4 0.0
H 5.660 -1.911 -4.037 -0.4 0.2 0.5
H 4.629 -0.491 -3.705 0.1 -0.4 0.1
H 3.922 -2.162 -3.727 0.4 0.2 0.2
H 6.028 -3.613 -1.778 -0.5 0.4 0.1
H 4.244 -3.656 -1.730 0.3 0.3 0.0
H 5.186 -3.041 -0.309 0.0 0.0 -0.4
C -1.040 2.868 -0.210 -0.6 -0.5 -0.5
C 0.220 2.986 0.477 1.8 -0.5 -0.7
C 1.218 2.426 -0.349 -0.5 0.6 2.2
H 0.412 3.450 1.452 -0.2 -0.2 -0.6
C 0.572 1.893 -1.532 -2.3 1.1 -1.0
C -0.856 2.106 -1.390 1.6 0.6 -0.6
H -1.578 1.828 -2.161 0.1 0.3 0.4
H -2.005 3.281 0.135 0.8 -0.3 -0.4
H 2.286 2.311 -0.121 -0.6 0.3 -0.1
H 1.074 1.691 -2.475 -0.1 -0.4 0.3
C -0.791 -1.387 2.373 1.9 -0.6 0.3
C -0.978 -0.153 3.058 -0.6 -0.4 -0.3
C 0.274 0.555 3.093 2.0 -0.7 -0.6
H -1.941 0.206 3.475 1.0 -0.4 -0.3
C 1.272 -0.306 2.560 -0.7 2.6 0.6
C 0.628 -1.528 2.149 -2.7 -0.8 0.5
H 1.135 -2.462 1.922 -0.1 0.2 -0.3
H -1.516 -2.171 2.151 0.2 0.4 0.3
H 0.468 1.567 3.479 -0.3 -0.7 -0.2
H 2.323 -0.053 2.369 -0.6 -0.2 0.4
Sn 0.287 -0.124 -0.138 -2.4 0.1 1.1
N -7.094 -0.765 -0.494 0.3 -0.2 -0.2
C -5.748 -0.908 -0.652 -0.2 -0.4 -0.3
O -5.234 -1.720 -1.419 -0.5 1.0 0.9
C -4.892 -0.004 0.200 1.5 0.8 0.8
C -5.371 0.955 1.137 0.2 -0.5 -0.5
C -4.501 1.754 1.882 1.7 -0.4 -0.4
C -3.100 1.571 1.675 -1.2 0.0 0.0
N -2.635 0.661 0.806 -0.2 -0.2 -0.3
C -3.481 -0.112 0.078 -0.1 0.2 0.2
H -7.659 -1.360 -1.087 -0.1 0.2 0.2
H -7.555 -0.080 0.099 0.4 -0.5 -0.4
H -6.445 1.060 1.270 0.2 0.1 0.1
H -4.790 2.510 2.614 -0.3 -0.3 -0.3
H -2.344 2.189 2.242 -0.9 -0.8 -0.7
H -3.003 -0.849 -0.637 -0.8 0.9 0.9

No. 5
21
Properties=species:S:1:pos:R:3:forces:R:3 method="wB97M-V/def2-TZVPD" smiles="COP(S)N1CC1.C1=NC1" e_tot_ha=-1121.2732 molar_mass_g_mol=178.20 e_above_lowest_kj_mol=359.8
C -2.431 2.450 0.558 -0.8 0.0 0.0
O -1.619 1.921 -0.502 -1.1 0.0 0.8
P -0.776 0.543 -0.225 0.4 1.5 0.3
S 1.143 1.544 -0.211 0.1 -0.2 0.7
N -0.791 0.139 -1.794 -1.1 -1.6 -2.0
C -0.049 0.477 -2.965 -1.6 -2.1 -0.2
C -0.178 -0.971 -2.496 -0.8 1.6 0.0
H -2.116 3.529 0.626 -0.3 -1.2 0.8
H -2.397 1.776 1.488 0.4 1.4 -1.0
H -3.532 2.449 0.278 1.3 -0.1 -0.1
H 1.522 0.566 0.615 0.5 0.1 0.2
H 0.832 0.978 -2.762 2.0 0.7 0.1
H -0.540 0.725 -3.888 -0.5 0.4 0.0
H -0.868 -1.712 -2.862 -0.2 0.1 -0.7
H 0.685 -1.376 -2.090 1.7 -0.7 0.9
C 2.707 -1.462 2.128 -0.6 -0.6 -0.3
N 1.547 -1.022 2.178 0.0 -0.1 0.9
C 1.796 -2.513 2.539 0.5 0.4 0.9
H 3.692 -1.129 1.930 0.7 0.3 -0.3
H 1.323 -3.169 1.849 0.1 -0.6 -0.5
H 1.886 -2.867 3.586 -0.6 0.5 -0.6

No. 6
12
Properties=species:S:1:pos:R:3:forces:R:3 method="wB97M-V/def2-TZVPD" e_tot_ha=-1327.6504 molar_mass_g_mol=141.07 e_above_lowest_kj_mol=605.6
C -0.341 -0.391 -0.621 -4.0 -3.6 -0.9
C 0.284 0.352 0.205 1.3 1.4 1.6
C -1.571 -1.768 0.278 2.9 5.3 -0.5
Si 1.473 1.790 -0.133 -0.6 -1.0 -1.0
Cl -0.565 -2.230 1.633 -0.3 -1.2 0.0
Cl -2.122 -2.803 -0.935 -0.3 -0.8 0.0
H -0.555 -0.402 -1.714 0.4 0.1 1.0
H 0.232 0.008 1.264 0.1 0.5 -0.6
H -2.233 -0.977 0.706 -0.2 -1.3 -0.8
H 2.284 1.511 -1.328 0.3 -0.3 0.1
H 2.127 1.804 1.115 1.1 0.3 1.1
H 0.985 3.107 -0.469 -0.7 0.5 0.2

No. 7
14
Properties=species:S:1:pos:R:3:forces:R:3 method="wB97M-V/def2-TZVPD" e_tot_ha=-634.7685 spin_multiplicity=5 total_charge=+1 molar_mass_g_mol=324.29 e_above_lowest_kj_mol=249.1
O 2.107 -0.843 -3.283 1.6 -0.8 -0.9
C 3.129 -1.299 -3.469 0.6 -0.3 -0.1
Ir 0.284 -0.020 -2.796 -2.2 0.1 -10.6
O 0.758 1.172 -1.412 0.3 1.9 3.0
O -1.394 1.840 1.135 -0.6 -0.5 0.0
C -1.518 0.587 1.645 0.1 -0.6 0.6
C -0.219 -0.219 1.622 0.5 -0.7 0.2
O 0.684 0.331 0.636 -0.4 0.4 -0.8
C 0.392 0.226 -0.634 1.9 0.7 5.1
H -1.880 0.567 2.706 -0.2 0.3 -0.7
H -2.235 -0.060 1.072 -0.2 1.1 0.1
H -0.412 -1.266 1.359 0.1 0.2 0.3
H 0.317 -0.152 2.578 0.0 0.0 -0.5
O -0.012 -0.865 -1.159 -1.5 -1.6 4.1

No. 8
96
Properties=species:S:1:pos:R:3:forces:R:3 method="wB97M-V/def2-TZVPD" smiles=Fc1ccccc1.Fc1ccccc1.Fc1ccccc1.Fc1ccccc1.CCCC#N.CCCC#N.CCCC#N.CCCC#N e_tot_ha=-2171.4431 molar_mass_g_mol=660.84 e_above_lowest_kj_mol=0.0
F -0.655 1.633 -3.761 0.1 0.0 0.1
C -1.144 2.059 -4.940 -0.1 0.2 -0.2
C -1.685 3.329 -5.012 -0.1 0.0 0.3
C -2.236 3.769 -6.207 0.3 -0.1 0.1
C -2.188 2.950 -7.328 -0.2 0.0 0.0
C -1.640 1.680 -7.228 0.3 -0.2 -0.1
C -1.099 1.221 -6.037 0.0 0.0 0.4
H -1.708 3.939 -4.118 0.0 0.0 0.0
H -2.667 4.761 -6.226 -0.1 0.0 -0.2
H -2.606 3.266 -8.275 0.0 0.1 0.0
H -1.602 1.019 -8.086 -0.1 0.1 -0.1
H -0.667 0.236 -5.914 0.0 0.0 -0.2
F -2.056 -1.000 -3.358 0.0 0.0 0.0
C -3.203 -1.692 -3.540 -0.1 0.1 -0.1
C -3.866 -2.197 -2.445 -0.4 -0.4 0.1
C -5.035 -2.922 -2.672 0.1 0.1 -0.1
C -5.509 -3.129 -3.962 0.2 0.0 0.1
C -4.825 -2.590 -5.048 0.1 -0.3 0.3
C -3.667 -1.856 -4.832 0.1 0.2 0.0
H -3.508 -2.087 -1.431 0.2 0.2 -0.1
H -5.562 -3.338 -1.823 0.0 0.0 0.0
H -6.384 -3.746 -4.118 0.0 0.1 0.0
H -5.153 -2.823 -6.052 -0.1 0.3 0.0
H -3.117 -1.370 -5.629 0.0 -0.2 -0.1
F -3.867 -5.542 1.392 0.1 0.0 0.2
C -2.560 -5.676 1.083 0.1 0.0 0.1
C -2.077 -6.923 0.742 0.2 -0.1 -0.1
C -0.757 -7.020 0.318 0.0 -0.1 -0.1
C 0.071 -5.907 0.275 0.0 -0.1 0.0
C -0.423 -4.683 0.691 -0.3 0.3 -0.3
C -1.745 -4.563 1.099 0.0 0.2 0.1
H -2.701 -7.803 0.796 -0.1 0.1 -0.1
H -0.383 -7.973 -0.035 0.0 0.0 0.2
H 1.082 -6.008 -0.094 0.0 0.1 0.0
H 0.145 -3.765 0.605 0.3 -0.2 0.2
H -2.107 -3.600 1.437 -0.2 -0.1 -0.1
F -1.262 -1.415 2.341 -0.1 0.2 0.2
C -0.512 -0.698 1.472 0.1 -0.5 -0.2
C -0.736 -0.909 0.126 -0.1 0.0 -0.1
C 0.069 -0.263 -0.799 -0.2 -0.2 0.0
C 1.074 0.581 -0.358 0.2 0.2 -0.3
C 1.283 0.770 0.995 -0.2 0.2 0.3
C 0.493 0.116 1.938 0.3 0.1 0.0
H -1.524 -1.586 -0.178 0.0 0.0 0.0
H -0.098 -0.434 -1.854 0.0 0.1 0.0
H 1.690 1.091 -1.089 0.0 0.0 0.1
H 2.036 1.463 1.352 0.2 -0.2 -0.1
H 0.696 0.224 2.995 -0.2 0.0 0.0
C 2.691 4.623 -0.219 -0.2 0.4 0.2
C 4.175 4.855 -0.442 0.3 -0.7 -0.1
C 5.029 4.643 0.813 0.0 -0.1 0.6
C 4.699 3.403 1.534 0.0 -0.1 -0.1
N 4.452 2.425 2.087 0.0 0.1 -0.1
H 2.136 4.746 -1.148 0.0 -0.1 0.0
H 2.272 5.334 0.500 0.1 0.0 0.0
H 2.495 3.624 0.171 0.0 0.0 -0.1
H 4.392 5.842 -0.844 -0.1 0.1 0.0
H 4.523 4.118 -1.175 0.0 0.2 -0.1
H 4.910 5.446 1.548 -0.1 0.1 -0.2
H 6.095 4.584 0.588 0.0 0.1 -0.2
C 5.324 0.294 -1.079 -0.5 0.1 -0.2
C 6.160 0.059 -2.336 -0.1 0.5 0.4
C 6.217 -1.407 -2.763 0.1 0.2 -0.3
C 6.658 -2.279 -1.677 -0.2 0.2 -0.3
N 7.008 -2.938 -0.809 0.2 -0.3 0.3
H 4.268 0.064 -1.264 0.1 -0.1 0.0
H 5.338 1.347 -0.795 0.2 0.0 0.1
H 5.634 -0.302 -0.223 0.2 0.0 0.0
H 7.161 0.466 -2.177 0.1 -0.2 0.0
H 5.725 0.657 -3.140 0.1 -0.2 -0.2
H 6.913 -1.548 -3.593 0.0 0.1 0.0
H 5.236 -1.714 -3.128 0.0 -0.2 0.2
C 0.165 -2.943 6.932 0.1 -0.1 -0.4
C -0.198 -1.704 6.104 0.1 -0.3 0.7
C -1.667 -1.617 5.684 0.4 -0.1 -0.1
C -2.596 -1.819 6.790 0.1 0.1 -0.1
N -3.327 -1.978 7.659 -0.1 0.0 0.2
H -0.535 -3.124 7.748 0.0 0.2 0.1
H 1.166 -2.814 7.342 0.0 -0.1 0.1
H 0.182 -3.853 6.324 0.0 0.1 0.0
H 0.416 -1.682 5.205 0.0 0.2 0.0
H 0.043 -0.826 6.706 0.0 0.1 -0.2
H -1.880 -2.381 4.935 -0.1 0.1 -0.1
H -1.820 -0.621 5.269 -0.2 -0.1 -0.2
C -3.009 4.833 4.596 -0.1 -0.2 -0.1
C -1.970 4.752 3.483 0.0 0.7 0.1
C -1.764 3.335 2.983 -0.2 -0.5 -0.1
C -1.122 2.477 3.980 0.1 -0.1 0.0
N -0.611 1.791 4.745 0.0 0.0 0.1
H -2.668 4.371 5.522 0.0 0.0 0.0
H -3.910 4.305 4.269 0.0 0.1 0.1
H -3.295 5.861 4.809 0.1 0.1 0.0
H -1.010 5.174 3.795 0.0 -0.1 0.1
H -2.306 5.383 2.656 0.0 -0.2 -0.1
H -1.167 3.277 2.071 0.1 0.1 0.0
H -2.730 2.871 2.757 0.0 0.1 -0.1

No. 9
14
Properties=species:S:1:pos:R:3:forces:R:3 method="wB97M-V/def2-TZVPD" e_tot_ha=-503.4410 spin_multiplicity=4 total_charge=+2 molar_mass_g_mol=291.05 e_above_lowest_kj_mol=0.0
O 0.126 1.868 0.001 -4.2 5.4 -0.9
C -1.210 1.527 -0.125 -2.2 -0.2 -0.1
C -1.517 0.174 0.499 -0.2 -0.5 0.6
O -0.507 -0.764 0.054 0.0 2.1 -1.2
C -0.432 -1.964 0.657 0.0 -2.5 0.8
Au 1.323 0.618 -0.023 1.2 0.6 -4.6
H -1.525 1.496 -1.186 0.5 0.2 0.0
H -1.868 2.256 0.385 0.6 0.2 -0.2
H -2.494 -0.212 0.179 0.1 0.3 0.1
H -1.462 0.230 1.596 -0.1 0.0 -0.2
H 0.069 -2.725 0.053 0.0 0.3 0.4
H -1.236 -2.234 1.348 0.2 0.1 -0.3
H 1.686 -0.356 2.096 1.2 -1.1 -1.7
F 1.989 -0.583 1.158 3.1 -4.9 7.3

No. 10
7
Properties=species:S:1:pos:R:3:forces:R:3 method="wB97M-V/def2-TZVPD" e_tot_ha=-588.7162 molar_mass_g_mol=86.11 e_above_lowest_kj_mol=437.5
C -1.890 -0.489 -0.408 0.2 -2.1 1.2
C 0.713 0.412 0.039 1.7 1.2 0.3
C -0.785 -0.940 -0.122 -5.5 0.3 -1.4
O 0.466 -0.897 -0.005 2.8 -0.6 0.4
S 2.372 0.658 0.377 0.7 -3.0 0.1
H -2.937 -0.597 -0.179 0.2 0.5 -0.5
H 2.061 1.853 0.297 -0.1 3.6 -0.1

No. 11
95
Properties=species:S:1:pos:R:3:forces:R:3 method="wB97M-V/def2-TZVPD" e_tot_ha=-3080.2336 spin_multiplicity=2 molar_mass_g_mol=989.80 e_above_lowest_kj_mol=486.0
Ru 0.527 0.778 -1.179 -1.1 0.7 -0.8
O 4.686 0.938 -0.453 -0.1 0.1 -0.5
C 3.643 1.087 -1.063 -0.3 0.1 1.1
N 2.418 1.391 -0.511 0.2 -0.4 -0.9
C 2.290 1.836 0.751 -0.3 0.6 1.4
O 3.114 2.281 1.520 0.0 -0.1 -0.3
C 0.778 1.697 1.169 1.1 0.1 1.5
C 0.558 2.280 2.577 -0.2 0.0 -0.6
C -0.260 3.519 2.578 0.2 0.0 -1.0
C -0.738 4.063 1.429 0.2 0.4 1.7
C -0.624 3.382 0.197 0.8 -2.1 -0.9
N 0.011 2.242 0.080 -0.9 2.3 0.2
C 3.555 0.858 -2.532 0.0 0.0 -1.1
C 4.684 0.475 -3.255 -0.1 0.1 0.2
C 4.550 0.210 -4.604 -0.5 0.1 -0.1
C 3.299 0.377 -5.199 0.3 0.0 0.1
C 2.241 0.792 -4.411 0.2 0.1 0.0
N 2.357 1.007 -3.108 0.9 0.2 0.1
H 1.559 2.569 2.942 -0.3 -0.1 -0.1
H -0.406 4.006 3.531 -0.1 0.0 0.1
H -1.262 5.006 1.441 -0.1 0.1 0.0
H -1.126 3.771 -0.681 0.0 -0.1 -0.1
H 5.629 0.393 -2.737 0.0 0.0 0.1
H 5.394 -0.118 -5.190 0.1 0.0 -0.1
H 3.154 0.198 -6.252 0.0 0.0 -0.1
H 1.259 0.962 -4.832 -0.1 0.0 -0.1
C -2.487 -3.899 -1.402 0.0 0.2 0.0
C -3.096 -3.078 -2.343 -0.1 -0.2 0.0
C -2.752 -1.750 -2.450 0.4 0.5 0.2
C -1.763 -1.197 -1.612 -1.4 -2.3 0.4
C -1.172 -2.034 -0.649 0.0 0.7 -0.3
C -1.529 -3.362 -0.554 0.0 -0.3 -0.1
N -1.346 0.097 -1.760 0.3 3.5 -1.9
N -2.044 0.852 -2.586 0.1 -3.0 1.4
C -1.398 1.944 -3.007 1.5 1.8 0.1
C -2.006 2.878 -3.869 -0.2 -0.3 0.2
C -1.329 4.020 -4.230 -0.3 0.0 -0.2
C -0.045 4.259 -3.751 0.3 -0.5 0.5
C 0.571 3.335 -2.909 0.4 0.9 -0.5
C -0.064 2.170 -2.562 -0.8 -1.7 0.9
H -2.755 -4.943 -1.333 0.0 -0.1 0.0
H -3.839 -3.490 -3.012 -0.1 0.0 0.0
H -3.207 -1.108 -3.190 0.0 -0.1 -0.1
H -0.427 -1.622 0.022 -0.1 -0.1 -0.1
H -1.051 -3.986 0.190 0.0 0.0 0.1
H -3.004 2.674 -4.223 -0.2 0.1 0.0
H -1.797 4.742 -4.882 -0.1 0.0 -0.1
H 0.478 5.162 -4.024 0.0 0.1 0.0
H 1.567 3.537 -2.533 0.0 0.0 0.0
N 0.537 0.248 1.108 0.2 -0.1 -2.1
P -0.501 -0.173 2.253 -0.9 0.5 0.9
C -2.289 -0.009 1.904 0.6 -0.5 -0.3
C -3.073 -1.124 1.622 -0.2 0.1 0.1
C -4.408 -0.965 1.300 -0.1 -0.1 0.0
C -4.975 0.299 1.282 0.0 0.0 0.0
C -4.198 1.411 1.559 -0.1 0.1 0.0
C -2.856 1.261 1.856 0.1 -0.1 0.1
C 0.084 1.130 3.550 -0.1 -0.2 0.3
C 1.273 0.460 4.126 0.5 0.1 0.1
C 1.396 0.192 5.451 -0.5 0.2 0.1
C 0.388 0.558 6.354 -0.2 -0.2 0.7
C -0.756 1.205 5.877 0.6 -0.3 0.2
C -0.920 1.499 4.556 -0.2 0.3 -0.1
C -0.231 -1.866 2.809 -0.1 0.3 -0.3
C 0.861 -2.576 2.322 -0.1 0.1 0.0
C 1.059 -3.891 2.705 0.0 -0.1 0.0
C 0.176 -4.495 3.587 0.0 0.0 0.0
C -0.894 -3.778 4.102 0.0 -0.1 0.1
C -1.097 -2.464 3.721 0.0 0.1 -0.1
H -2.650 -2.117 1.653 0.0 0.0 0.0
H -5.007 -1.833 1.064 -0.1 -0.1 0.0
H -6.023 0.415 1.054 -0.1 0.0 -0.1
H -4.635 2.399 1.549 -0.1 0.1 0.0
H -2.254 2.133 2.058 0.0 0.0 0.0
H 2.071 0.226 3.431 0.1 0.0 0.0
H 2.295 -0.282 5.820 0.1 0.0 0.0
H 0.498 0.365 7.410 0.0 0.0 0.1
H -1.521 1.500 6.582 -0.1 0.1 0.1
H -1.806 2.028 4.233 -0.1 0.1 0.0
H 1.539 -2.091 1.636 0.1 0.1 0.0
H 1.899 -4.447 2.314 0.1 0.0 0.0
H 0.319 -5.528 3.871 0.0 -0.1 0.0
H -1.578 -4.246 4.797 0.0 0.0 0.0
H -1.930 -1.902 4.120 0.0 0.0 0.1
I 1.100 -3.268 -5.623 0.1 0.2 0.4
C 1.635 -2.551 -3.715 0.4 -0.9 -0.5
C 2.714 -3.115 -3.030 -0.5 0.7 0.3
C 2.992 -2.596 -1.767 0.1 -0.6 -0.6
C 2.229 -1.565 -1.273 -0.7 0.3 -0.1
N 1.212 -0.998 -1.966 1.2 -1.6 -0.3
C 0.914 -1.519 -3.174 -0.2 0.5 0.8
H 3.296 -3.913 -3.459 0.1 -0.1 0.0
H 3.808 -2.989 -1.180 0.0 0.0 0.1
H 2.426 -1.158 -0.287 -0.1 0.1 -0.1
H 0.080 -1.073 -3.702 0.1 0.0 0.0